Below is C27H27ClI2MnN5OSSe as an isolated structure in a non-equilibrium geometry, with properties calculated with wB97M-V/def2-TZVPD.

The geometry in XYZ format:
```
66
C27H27ClI2MnN5OSSe (wB97M-V/def2-TZVPD)
Mn 0.07755 0.68228 -0.04472
Cl 4.71785 -8.00146 -0.32368
C 3.52871 -6.75900 -0.32686
C 2.56257 -6.89587 -1.33646
C 1.89503 -5.82480 -1.76945
I 1.04398 -5.89321 -3.58256
C 1.93330 -4.51647 -1.03384
O 0.95037 -3.78147 -0.91156
C 3.10302 -4.38022 -0.16363
N 3.34703 -3.18757 0.32593
C 4.49978 -2.93937 0.94773
C 5.48210 -3.91904 1.20474
C 5.10767 -5.19918 0.83993
C 3.91965 -5.52956 0.16239
H 2.35597 -7.91172 -1.68207
H 4.69114 -1.86229 1.15519
H 6.42053 -3.71086 1.71920
H 5.76131 -6.00183 1.17895
C -5.78719 0.06350 -3.27116
C -4.49062 0.80782 -3.55361
N -3.42936 0.19355 -2.73191
C -2.27340 0.69571 -2.23638
S -1.35683 -0.47147 -1.26040
N -1.88048 1.94663 -2.51554
C -1.78515 2.43799 -3.94466
C -2.34894 3.84930 -4.00972
H -6.66448 0.44841 -3.81693
H -6.01351 0.15326 -2.20755
H -5.69659 -0.98846 -3.51540
H -4.48255 1.90988 -3.38786
H -4.19694 0.77033 -4.60101
H -3.63515 -0.78947 -2.50583
H -1.12070 2.32483 -1.94190
H -2.35565 1.73622 -4.56435
H -0.75657 2.47617 -4.31904
H -1.81892 4.52157 -3.29873
H -3.40512 3.81594 -3.69255
H -2.17029 4.19471 -5.01085
I 2.20833 1.85378 -1.58707
C 1.99202 0.17761 -0.38135
H 2.58775 0.34715 0.51727
H 2.35018 -0.67324 -0.94211
Se 0.22045 -1.49361 1.20302
N -0.05345 1.76236 1.49458
C 0.96674 1.53231 2.46429
C 1.95409 2.46113 2.74330
C 2.74590 2.31081 3.90001
C 2.40559 1.34876 4.83602
C 1.34884 0.49261 4.57541
C 0.81334 0.38218 3.27348
N 0.28051 -0.76031 2.81353
H 2.15172 3.31512 2.08441
H 3.58490 2.96255 4.08808
H 2.96115 1.25612 5.74845
H 1.08725 -0.21898 5.36965
C -3.13124 4.06729 3.14203
C -3.44037 2.89178 2.41915
C -2.42539 2.18702 1.78044
C -1.09513 2.62112 1.84607
C -0.86885 3.92263 2.32463
C -1.83303 4.61850 3.04172
H -3.89850 4.51798 3.81485
H -4.48249 2.57815 2.31618
H -2.68396 1.25028 1.29014
H 0.16491 4.31066 2.26576
H -1.64036 5.51344 3.58425
```

Charge   +1
HOMO energy (spin up / spin down)   -9.932 / -10.046 eV
LUMO (spin up / spin down)   -4.43 / -4.54 eV
<S²>   4.11
Gap between HOMO and LUMO (spin up / spin down)   5.50 / 5.51 eV
2S+1   4

Löwdin atomic charge list, values in e, 8 entries: Mn -0.008; Cl 0.770; C -0.571; C -0.214; C -0.704; I 1.043; C -0.379; O 0.004